*1*
The following is a DFT calculation (ωB97M-V/def2-TZVPD) of a cluster of 2 separate species, C2H9N2O in total.

Summary:
**HOMO**: -13.09 eV
**LUMO energy**: -3.32 eV
**Gap between HOMO and LUMO**: 9.8 eV

```
! RIJCOSX wB97M-V def2-TZVPD def2/J DEFGRID3
* xyz 1 1
C -0.76 1.22 0.08
C -0.72 0.23 -0.81
N -0.17 -1.08 -0.39
N -1.11 2.51 -0.22
H -0.47 1.06 1.12
H -1.12 0.19 -1.80
H -0.53 -1.49 0.48
H 0.85 -1.07 -0.21
H -0.35 -1.77 -1.11
H -1.04 2.84 -1.17
H -1.72 3.05 0.37
H 2.33 -2.86 0.52
H 2.88 -1.66 1.29
O 2.06 -2.14 1.10
*
```

Atom charges from the natural (NBO) analysis, given in e for atoms 1 to 6:
1 C 0.064
2 C -0.211
3 N -0.688
4 N -0.786
5 H 0.209
6 H 0.232

*2*
The following is a DFT calculation (ωB97M-V/def2-TZVPD) of a cluster of 2 separate species, C2H9N2O in total.

Summary:
**HOMO**: -12.94 eV
**LUMO energy**: -3.88 eV
**Gap between HOMO and LUMO**: 9.1 eV

```
! RIJCOSX wB97M-V def2-TZVPD def2/J DEFGRID3
* xyz 1 1
C 0.90 0.39 -0.58
C 0.70 -0.82 -1.00
N 0.50 -1.18 -2.32
N 0.11 1.18 0.50
H 1.21 1.18 -1.32
H 0.69 -1.80 -0.49
H 0.84 -0.55 -3.10
H -0.24 -1.75 -2.65
H 0.67 1.36 1.29
H -0.29 2.00 0.16
H -0.59 0.59 0.95
H -0.77 -0.56 2.95
H -2.29 -0.16 2.99
O -1.45 0.12 2.64
*
```

Atom charges from the natural (NBO) analysis, given in e for atoms 1 to 6:
1 C -0.207
2 C 0.059
3 N -0.807
4 N -0.666
5 H 0.208
6 H 0.240

*1* wins, 1.814 eV ahead of the next structure.

*1*
The following is a DFT calculation (ωB97M-V/def2-TZVPD) of an isolated molecule of C4H6OS.

Summary:
**HOMO**: -9.05 eV
**LUMO energy**: -1.43 eV
**SMILES string**: CCC(=O)C=S
**Gap between HOMO and LUMO**: 7.6 eV

```
! RIJCOSX wB97M-V def2-TZVPD def2/J DEFGRID3
* xyz 0 1
C 0.06 1.46 -0.39
C 0.67 0.33 0.53
C 0.54 -1.10 0.04
C -0.92 -1.60 -0.09
H -1.00 1.75 -0.08
H 0.01 1.10 -1.39
H 0.65 2.36 -0.35
H 0.28 0.42 1.56
H 1.75 0.46 0.58
H -1.18 -2.68 -0.24
O 1.39 -1.90 -0.21
S -2.25 -0.59 0.05
*
```

Atom charges from the natural (NBO) analysis, given in e for atoms 1 to 6:
1 C -0.602
2 C -0.519
3 C 0.525
4 C -0.344
5 H 0.228
6 H 0.208

*2*
The following is a DFT calculation (ωB97M-V/def2-TZVPD) of a cluster of 3 separate species, C4H6OS in total.

Summary:
**HOMO**: -9.42 eV
**LUMO energy**: 0.67 eV
**Gap between HOMO and LUMO**: 10.1 eV

```
! RIJCOSX wB97M-V def2-TZVPD def2/J DEFGRID3
* xyz 0 1
C -1.04 1.72 -1.03
C -0.48 0.95 0.01
C 0.94 0.31 -0.08
C 0.19 -2.27 0.76
H -0.60 2.00 -2.41
H -2.08 2.01 -0.55
H -0.92 0.86 1.40
H 1.74 0.85 -0.62
H 1.27 0.15 0.91
H 0.50 -3.40 0.63
O -0.42 -1.74 1.65
S 0.90 -1.43 -0.68
*
```

Atom charges from the natural (NBO) analysis, given in e for atoms 1 to 6:
1 C -0.450
2 C -0.221
3 C -0.583
4 C 0.270
5 H 0.250
6 H 0.230

*3*
The following is a DFT calculation (ωB97M-V/def2-TZVPD) of an isolated molecule of C4H6OS.

Summary:
**HOMO**: -9.38 eV
**LUMO energy**: 0.23 eV
**SMILES string**: C=C(C=O)CS
**Gap between HOMO and LUMO**: 9.6 eV

```
! RIJCOSX wB97M-V def2-TZVPD def2/J DEFGRID3
* xyz 0 1
C -0.81 -1.00 -0.07
C 0.23 0.17 -0.05
C 0.18 1.51 -0.16
C 1.65 -0.34 0.01
H -2.44 0.46 0.79
H -0.45 -1.58 0.79
H -0.57 -1.71 -0.87
H -0.69 2.06 -0.40
H 1.03 2.07 0.14
H 2.46 0.43 0.01
O 2.00 -1.49 -0.11
S -2.58 -0.58 -0.10
*
```

Atom charges from the natural (NBO) analysis, given in e for atoms 1 to 6:
1 C -0.569
2 C -0.101
3 C -0.327
4 C 0.394
5 H 0.128
6 H 0.238

*3* wins, 0.058 eV ahead of the next structure.

*1*
The following is a DFT calculation (ωB97M-V/def2-TZVPD) of a cluster of 2 separate species, C4H6OS in total.

Summary:
**HOMO (spin up / spin down)**: -8.68 / -8.67 eV
**LUMO energy (spin up / spin down)**: -1.79 / -0.86 eV
**Gap between HOMO and LUMO (spin up / spin down)**: 6.9 / 7.8 eV

```
! RIJCOSX wB97M-V def2-TZVPD def2/J DEFGRID3
* xyz 0 1
C -0.21 -0.23 0.11
C 0.96 -0.90 0.31
C -0.09 1.31 0.09
C 2.17 -1.33 0.10
O -1.30 -0.78 -0.11
S -3.48 0.13 0.09
H 0.95 1.57 -0.30
H -0.97 1.75 -0.47
H -0.19 1.54 1.18
H -3.32 -0.26 -1.25
H 2.72 -1.30 -0.79
H 2.76 -1.49 1.06
*
```

Atom charges from the natural (NBO) analysis, given in e for atoms 1 to 6:
1 C 0.363
2 C 0.152
3 C -0.687
4 C -0.484
5 O -0.487
6 S -0.170

*2*
The following is a DFT calculation (ωB97M-V/def2-TZVPD) of a cluster of 2 separate species, C4H6OS in total.

Summary:
**HOMO (spin up / spin down)**: -8.16 / -8.30 eV
**LUMO energy (spin up / spin down)**: 0.24 / 0.05 eV
**Gap between HOMO and LUMO (spin up / spin down)**: 8.4 / 8.4 eV

```
! RIJCOSX wB97M-V def2-TZVPD def2/J DEFGRID3
* xyz 0 1
C -0.37 -1.79 -0.03
C 2.46 0.15 0.07
C -0.10 -0.52 -0.01
C -0.69 0.78 -0.04
O 2.72 1.30 -0.08
S -2.58 0.72 0.03
H -1.41 -2.14 -0.06
H 0.38 -2.55 -0.01
H 3.14 -0.69 0.25
H -0.38 1.38 0.82
H -0.44 1.30 -0.97
H -2.72 2.05 0.03
*
```

Atom charges from the natural (NBO) analysis, given in e for atoms 1 to 6:
1 C -0.520
2 C 0.416
3 C 0.086
4 C -0.594
5 O -0.477
6 S -0.088

*2* wins, 0.136 eV ahead of the next structure.

*1*
The following is a DFT calculation (ωB97M-V/def2-TZVPD) of an isolated molecule of C4H6OS.

Summary:
**HOMO**: -8.64 eV
**LUMO energy**: 0.26 eV
**SMILES string**: C=CCC(O)=S
**Gap between HOMO and LUMO**: 8.9 eV

```
! RIJCOSX wB97M-V def2-TZVPD def2/J DEFGRID3
* xyz 0 1
C 0.39 -0.77 1.38
C 0.61 0.36 0.48
C -0.48 0.77 -0.36
C -0.59 0.40 -1.57
H -0.38 -1.49 -0.06
H 1.11 1.30 0.88
H 1.16 0.03 -0.42
H -1.29 1.52 0.22
H -1.56 0.68 -2.04
H 0.04 -0.27 -2.11
O -0.17 -1.79 0.79
S 1.16 -0.75 2.83
*
```

Atom charges from the natural (NBO) analysis, given in e for atoms 1 to 6:
1 C 0.249
2 C -0.578
3 C -0.148
4 C -0.438
5 H 0.483
6 H 0.260

*2*
The following is a DFT calculation (ωB97M-V/def2-TZVPD) of a cluster of 2 separate species, C4H6OS in total.

Summary:
**HOMO**: -9.23 eV
**LUMO energy**: -0.68 eV
**SMILES string**: C=CC=O.C=S
**Gap between HOMO and LUMO**: 8.6 eV

```
! RIJCOSX wB97M-V def2-TZVPD def2/J DEFGRID3
* xyz 0 1
C -0.91 -2.35 -0.10
C -0.92 0.05 0.03
C 2.64 0.76 -0.67
C -0.24 -1.04 -0.25
O -2.03 -2.63 -0.43
S 3.02 0.21 0.77
H -0.18 -3.01 0.44
H -1.97 0.11 0.07
H -0.47 1.10 0.01
H 2.72 1.81 -0.91
H 2.23 0.07 -1.38
H 0.80 -0.95 -0.45
*
```

Atom charges from the natural (NBO) analysis, given in e for atoms 1 to 6:
1 C 0.412
2 C -0.305
3 C -0.485
4 C -0.325
5 O -0.504
6 S 0.107

*1* wins, 0.402 eV ahead of the next structure.

*1*
The following is a DFT calculation (ωB97M-V/def2-TZVPD) of an isolated molecule of C4H6OS.

Summary:
**HOMO**: -8.74 eV
**LUMO energy**: 0.94 eV
**SMILES string**: C1OC[C@H]2S[C@@H]12
**Gap between HOMO and LUMO**: 9.7 eV

```
! RIJCOSX wB97M-V def2-TZVPD def2/J DEFGRID3
* xyz 0 1
C 0.52 -0.92 -0.73
C -0.74 -0.44 0.95
C -0.51 0.99 0.26
C 0.60 0.63 -0.76
H 0.51 -1.20 -1.74
H 1.39 -1.14 -0.14
H 0.25 -0.58 1.64
H -1.76 -0.24 1.53
H -0.13 1.55 1.04
H 1.50 1.26 -0.70
O -0.68 -1.29 -0.11
S -0.95 1.38 -1.24
*
```

Atom charges from the natural (NBO) analysis, given in e for atoms 1 to 6:
1 C -0.091
2 C -0.067
3 C -0.469
4 C -0.345
5 H 0.207
6 H 0.172

*2*
The following is a DFT calculation (ωB97M-V/def2-TZVPD) of an isolated molecule of C4H6OS.

Summary:
**HOMO**: -9.05 eV
**LUMO energy**: -1.34 eV
**SMILES string**: CC(=O)C(C)=S
**Gap between HOMO and LUMO**: 7.7 eV

```
! RIJCOSX wB97M-V def2-TZVPD def2/J DEFGRID3
* xyz 0 1
C -0.90 1.67 0.03
C -0.74 0.18 0.01
C 0.73 -0.18 -0.09
C 0.99 -1.67 0.00
H -0.25 2.10 0.80
H -0.54 2.11 -0.92
H -1.93 2.00 0.13
H 0.55 -2.05 0.94
H 2.07 -1.84 0.08
H 0.37 -2.15 -0.78
O 1.64 0.65 -0.12
S -2.00 -0.81 -0.08
*
```

Atom charges from the natural (NBO) analysis, given in e for atoms 1 to 6:
1 C -0.681
2 C -0.183
3 C 0.516
4 C -0.727
5 H 0.243
6 H 0.247

*3*
The following is a DFT calculation (ωB97M-V/def2-TZVPD) of an isolated molecule of C4H6OS.

Summary:
**HOMO**: -7.51 eV
**LUMO energy**: 0.97 eV
**SMILES string**: CC1=CSCO1
**Gap between HOMO and LUMO**: 8.5 eV

```
! RIJCOSX wB97M-V def2-TZVPD def2/J DEFGRID3
* xyz 0 1
C -2.46 -0.20 0.00
C -0.98 -0.13 -0.01
C -0.07 -1.12 0.01
C 0.95 1.20 0.00
H -2.87 0.33 0.87
H -2.81 -1.23 0.00
H -2.87 0.28 -0.85
H -0.27 -2.15 -0.02
H 1.29 1.75 -0.91
H 1.24 1.74 0.95
O -0.48 1.14 -0.01
S 1.59 -0.52 0.00
*
```

Atom charges from the natural (NBO) analysis, given in e for atoms 1 to 6:
1 C -0.649
2 C 0.309
3 C -0.469
4 C -0.190
5 H 0.227
6 H 0.226

*4*
The following is a DFT calculation (ωB97M-V/def2-TZVPD) of an isolated molecule of C4H6OS.

Summary:
**HOMO**: -8.67 eV
**LUMO energy**: 0.54 eV
**SMILES string**: C=CCC(O)=S
**Gap between HOMO and LUMO**: 9.2 eV

```
! RIJCOSX wB97M-V def2-TZVPD def2/J DEFGRID3
* xyz 0 1
C -0.98 1.25 0.53
C 0.40 0.61 0.43
C 0.38 -0.39 -0.67
C 0.98 -1.54 -0.58
H -1.67 -0.48 0.12
H 1.15 1.38 0.26
H 0.61 0.13 1.39
H 0.01 -0.03 -1.63
H 0.99 -2.29 -1.37
H 1.42 -1.85 0.39
O -2.00 0.40 0.37
S -1.30 2.83 0.77
*
```

Atom charges from the natural (NBO) analysis, given in e for atoms 1 to 6:
1 C 0.240
2 C -0.540
3 C -0.236
4 C -0.353
5 H 0.488
6 H 0.255

*2* wins, 0.050 eV ahead of the next structure.